Record 1
The following is a quantum chemistry calculation of C23H39CdCl3N3O3SSi as an isolated structure in a non-equilibrium geometry, from the OMol25 dataset.

Each line ends with the Mulliken charge.
Atoms and positions in Å:
C: -1.64 -2.19 -4.36  -1.853
C: -1.13 -2.94 -3.17  0.213
H: -2.16 -2.86 -5.06  0.458
H: -0.80 -1.72 -4.90  0.177
H: -2.33 -1.40 -4.03  0.302
C: -0.68 -4.20 -3.22  0.304
C: -0.59 -5.00 -4.48  -1.719
H: -0.34 -4.71 -2.32  0.394
H: -0.24 -4.40 -5.33  0.346
H: -1.56 -5.46 -4.75  0.346
H: 0.12 -5.82 -4.32  0.399
Cd: -0.15 1.36 -0.68  1.799
Cl: -2.58 0.69 -0.91  -0.702
Cl: 2.09 2.39 -0.78  -0.775
H: 0.94 4.86 3.19  0.296
H: -1.35 6.36 2.77  0.328
C: 0.92 4.78 2.09  -0.843
C: -1.16 6.11 1.71  -0.897
N: -0.46 4.85 1.60  0.258
H: 1.37 3.84 1.77  0.195
C: -1.10 3.75 1.20  0.062
O: -0.53 2.63 1.16  -0.814
H: -2.11 6.02 1.18  0.275
H: -2.15 3.88 0.89  0.401
H: 1.47 5.63 1.67  0.326
H: -0.55 6.90 1.26  0.306
H: 2.24 -1.10 -3.31  0.049
H: 1.86 -3.64 -2.75  0.249
C: 3.10 -1.05 -2.62  -0.667
C: 2.90 -3.51 -2.42  -0.891
N: 3.07 -2.22 -1.76  0.460
H: 3.03 -0.15 -2.01  0.139
C: 3.53 -2.13 -0.48  0.223
O: 3.82 -1.08 0.09  -0.636
H: 3.15 -4.31 -1.70  0.263
H: 3.61 -3.13 0.01  0.244
H: 4.03 -1.05 -3.21  0.319
H: 3.57 -3.58 -3.29  0.354
O: 0.13 -1.33 -2.09  -0.495
C: -0.92 -2.10 -1.90  0.269
C: 0.36 -3.27 -0.04  1.202
C: -0.88 -2.95 -0.59  -0.653
H: 1.24 -2.79 -0.47  -0.132
C: 0.45 -4.17 1.02  -0.654
H: -1.79 -1.41 -1.80  0.041
C: -2.04 -3.43 0.00  -0.061
H: 1.43 -4.43 1.41  0.360
C: -0.72 -4.72 1.56  -0.596
C: -1.96 -4.33 1.06  -0.714
H: -3.01 -3.09 -0.39  0.412
H: -0.65 -5.44 2.39  0.303
H: -2.88 -4.73 1.51  0.326
Si: -0.44 3.04 -3.82  0.104
Cl: -0.08 1.01 -3.26  0.020
C: 1.25 3.81 -3.92  -0.827
C: -1.59 3.82 -2.57  -0.851
C: -1.24 3.04 -5.51  -1.029
H: 1.77 3.75 -2.95  0.233
H: 1.15 4.86 -4.23  0.322
H: 1.87 3.28 -4.66  0.241
H: -0.58 2.59 -6.26  0.264
H: -1.44 4.08 -5.81  0.318
H: -2.19 2.48 -5.52  0.282
H: -1.98 3.11 -1.82  0.115
H: -2.46 4.23 -3.10  0.402
H: -1.07 4.64 -2.05  0.232
S: -0.80 -1.61 3.11  -0.170
C: 0.91 -1.28 3.07  -0.495
C: 1.23 -0.55 1.94  -1.129
N: 0.14 -0.23 1.16  0.802
C: -0.99 -0.73 1.63  -0.435
H: 1.61 -1.62 3.81  0.448
H: 2.22 -0.23 1.62  0.541
H: -1.95 -0.60 1.16  0.314

Summary:
Relative energy (zero: lowest compared OMol25 entry of this formula, charge and spin): 0.0 kJ/mol
Gap between HOMO and LUMO: 5.8 eV
Net charge: -1

Record 2
The following is a quantum chemistry calculation of C23H39Cl6MgO17S as an isolated structure in a non-equilibrium geometry, from the OMol25 dataset.

Each line ends with the Mulliken charge.
Atoms and positions in Å:
Mg: 0.66 -1.45 -2.00  1.096
S: 2.74 -1.63 -3.46  1.330
O: 3.80 -2.63 -3.47  -0.727
O: 1.34 -2.24 -3.60  -0.830
O: 2.54 -1.01 -2.09  -0.952
O: 3.01 -0.62 -4.49  -0.742
C: 0.52 0.06 0.79  0.427
O: 0.16 -0.62 -0.35  0.435
H: 0.03 1.05 0.85  -0.177
H: 0.21 -0.45 1.72  -0.405
H: 1.61 0.25 0.84  0.015
C: -2.51 -4.99 1.01  -1.820
C: -2.18 -3.54 1.23  0.981
C: -3.01 -2.53 0.40  0.190
O: -3.60 -1.68 1.38  -0.328
C: -3.19 -2.03 2.62  0.629
O: -3.46 -1.42 3.58  -0.534
O: -2.46 -3.17 2.58  -0.464
H: -3.56 -5.21 1.22  0.424
H: -2.00 -5.60 1.76  0.402
H: -2.23 -5.31 0.00  0.378
H: -1.13 -3.40 0.96  0.024
H: -3.73 -3.13 -0.16  0.292
H: -2.35 -1.98 -0.27  -0.161
C: -2.87 1.88 0.86  -1.307
C: -2.66 3.12 0.09  0.598
C: -1.52 3.09 -0.93  0.285
O: -2.06 3.71 -2.10  -0.391
C: -3.40 3.84 -1.96  0.566
O: -4.12 4.32 -2.77  -0.569
O: -3.81 3.30 -0.80  -0.394
H: -3.69 1.95 1.57  0.508
H: -1.97 1.57 1.39  0.178
H: -3.09 1.05 0.18  0.245
H: -2.63 4.01 0.74  0.269
H: -1.24 2.05 -1.11  -0.294
H: -0.66 3.65 -0.59  0.363
C: 0.86 -2.78 3.82  -0.892
C: 0.94 -1.84 4.98  0.449
C: 0.18 -0.50 4.76  0.668
O: -0.52 -0.29 5.99  -0.416
C: -0.51 -1.42 6.73  0.530
O: -1.07 -1.56 7.76  -0.539
O: 0.25 -2.37 6.13  -0.433
H: 1.48 -2.38 3.00  0.129
H: -0.14 -2.93 3.44  0.055
H: 1.42 -3.69 4.06  0.455
H: 1.98 -1.60 5.21  0.276
H: -0.50 -0.51 3.91  -0.197
H: 0.87 0.33 4.57  -0.110
C: -3.18 0.52 -6.47  -1.588
C: -2.83 0.98 -5.08  0.524
C: -3.47 0.17 -3.96  -0.595
O: -2.39 -0.07 -3.05  -0.203
C: -1.23 0.22 -3.65  0.236
O: -0.14 0.01 -3.19  -0.422
O: -1.41 0.77 -4.84  -0.398
H: -3.12 -0.57 -6.52  0.373
H: -2.58 0.97 -7.26  0.363
H: -4.20 0.85 -6.67  0.391
H: -3.01 2.05 -4.99  0.310
H: -3.91 -0.77 -4.29  0.347
H: -4.25 0.78 -3.52  0.334
Cl: 3.15 2.73 -0.81  -0.134
C: 1.70 2.69 -1.88  0.570
C: 2.16 2.24 -3.26  0.215
Cl: 3.11 3.53 -4.05  -0.240
H: 1.24 3.67 -1.84  0.510
H: 1.07 1.92 -1.45  -0.968
H: 1.28 2.11 -3.87  -0.063
H: 2.78 1.36 -3.17  -0.061
Cl: 3.70 0.61 3.61  -0.106
C: 4.13 2.18 2.89  -0.227
C: 2.94 3.10 2.87  0.001
Cl: 3.48 4.77 2.55  -0.218
H: 4.46 2.00 1.87  -0.066
H: 4.91 2.62 3.51  0.409
H: 2.38 3.07 3.80  0.371
H: 2.28 2.85 2.04  -0.208
Cl: 6.04 0.31 0.71  -0.225
C: 5.00 -0.69 -0.36  0.265
C: 4.35 -1.83 0.36  0.277
Cl: 5.59 -2.94 1.03  -0.262
H: 5.61 -1.01 -1.20  0.457
H: 4.24 -0.02 -0.75  -0.490
H: 3.69 -2.39 -0.30  0.141
H: 3.73 -1.51 1.20  -0.139

Summary:
Gap between HOMO and LUMO: 7.6 eV
Net charge: -1

Record 3
The following is a quantum chemistry calculation of a 2-piece molecular cluster, C23H39ClF6N2O4PS overall in a non-equilibrium geometry, from the OMol25 dataset.

Each line ends with the Mulliken charge.
Atoms and positions in Å:
C: 5.66 -0.05 3.11  -0.906
C: 5.25 -1.30 3.85  -0.087
O: 3.84 -1.33 4.12  -0.414
C: 3.06 -2.05 3.23  -0.968
C: 2.43 -1.15 2.19  0.424
C: 2.31 0.18 2.47  -1.202
C: 1.76 1.05 1.57  1.376
C: 1.68 2.51 1.93  -1.340
C: 1.46 2.77 3.41  -0.647
F: 0.37 2.06 3.88  -0.296
C: 1.29 0.56 0.31  -0.195
P: 0.49 1.69 -0.95  0.525
C: 1.74 2.98 -1.30  -0.353
C: 1.11 3.94 -2.32  -1.340
C: -0.93 2.50 -0.10  -0.955
C: -1.51 1.81 1.15  -1.245
C: 1.46 -0.78 0.06  0.423
S: 0.98 -1.49 -1.56  0.941
O: 0.78 -0.50 -2.56  -0.561
O: 1.87 -2.58 -1.84  -0.597
C: -0.69 -2.26 -1.17  0.594
F: -0.75 -2.45 0.17  -0.294
F: -0.73 -3.44 -1.78  -0.256
C: -1.91 -1.39 -1.57  0.807
F: -1.81 -0.20 -0.97  -0.121
F: -3.01 -2.01 -1.13  -0.262
F: -1.98 -1.25 -2.88  -0.265
N: 2.00 -1.64 1.02  0.261
C: 2.15 -3.11 0.88  -1.992
C: 3.54 -3.61 0.40  0.185
C: 4.12 -4.72 1.30  -1.397
Cl: 4.70 -2.28 0.19  -0.156
H: 5.26 -0.05 2.10  0.139
H: 6.74 0.04 3.05  0.435
H: 5.26 0.82 3.63  0.254
H: 5.73 -1.34 4.83  0.369
H: 5.55 -2.20 3.30  0.081
H: 3.62 -2.87 2.77  0.281
H: 2.24 -2.50 3.79  0.216
H: 2.65 0.52 3.43  0.769
H: 0.95 3.03 1.34  -0.043
H: 2.65 2.95 1.70  0.516
H: 2.33 2.50 4.01  0.453
H: 1.29 3.84 3.57  0.409
H: 2.59 2.48 -1.75  0.442
H: 2.07 3.54 -0.42  0.280
H: 1.87 4.35 -2.98  0.389
H: 0.40 3.40 -2.95  0.376
H: 0.55 4.74 -1.84  0.360
H: -1.71 2.56 -0.85  0.753
H: -0.67 3.54 0.13  0.717
H: -2.45 1.33 0.93  0.265
H: -0.84 1.10 1.62  0.338
H: -1.73 2.56 1.92  0.337
H: 1.42 -3.47 0.18  0.604
H: 1.88 -3.55 1.83  0.767
H: 3.39 -4.02 -0.59  0.667
H: 4.40 -5.57 0.69  0.330
H: 3.41 -5.03 2.06  0.388
H: 5.01 -4.37 1.81  0.400
C: -6.89 -0.04 -4.43  -1.529
C: -5.67 -0.36 -3.58  0.428
C: -5.86 -0.04 -2.09  -0.409
O: -5.76 1.33 -1.76  -0.350
C: -6.95 2.09 -1.95  -0.721
N: -4.50 0.30 -4.16  -0.662
H: -6.98 1.03 -4.61  0.295
H: -6.81 -0.52 -5.41  0.379
H: -7.81 -0.39 -3.96  0.355
H: -5.50 -1.44 -3.65  0.399
H: -5.05 -0.52 -1.53  0.029
H: -6.80 -0.46 -1.72  0.449
H: -7.84 1.49 -1.73  0.332
H: -7.02 2.48 -2.97  0.257
H: -6.91 2.93 -1.26  0.244
H: -3.66 0.02 -3.68  0.177
H: -4.59 1.29 -3.95  0.347

Summary:
Gap between HOMO and LUMO: 6.5 eV
Net charge: +1

Record 4
The following is a quantum chemistry calculation of one molecule with the formula C23H39N3O3S in a non-equilibrium geometry, from the OMol25 dataset.

Each line ends with the natural charge from an NBO analysis.
Atoms and positions in Å:
H: -0.99 1.02 -5.84  0.313
N: -1.29 0.11 -5.48  -0.596
C: -1.42 0.17 -4.22  0.140
C: -1.14 1.40 -3.37  -0.487
C: 0.01 1.08 -2.34  -0.026
C: 1.22 0.73 -3.22  -0.454
C: 2.49 1.38 -2.72  0.088
C: 3.74 0.58 -2.93  -0.163
O: 3.04 0.82 -1.60  -0.520
C: 0.06 2.35 -1.47  0.003
C: 0.42 3.72 -2.05  -0.428
C: -0.37 4.84 -1.35  -0.394
C: 0.25 5.22 0.01  -0.611
N: 0.69 1.98 -0.20  -0.660
C: 0.57 0.60 -0.09  0.712
O: 1.14 -0.05 0.76  -0.574
C: -0.37 0.05 -1.24  0.093
C: 0.00 -1.41 -1.44  -0.435
C: -0.35 -2.34 -0.28  -0.402
C: 0.58 -3.57 -0.19  -0.389
C: 1.47 -3.57 1.06  -0.411
C: 0.79 -4.17 2.29  -0.385
C: -0.13 -3.24 3.09  -0.406
C: 0.43 -1.84 3.36  -0.408
C: 0.13 -1.34 4.78  -0.402
C: -1.35 -1.38 5.12  -0.058
O: -2.11 -0.86 4.05  -0.555
C: -3.23 -0.11 4.44  -0.241
N: -1.74 0.22 -0.67  -0.514
C: -2.73 -0.27 -1.19  0.232
S: -4.02 -0.81 -1.89  0.070
H: -1.72 -0.75 -3.74  0.173
H: -2.05 1.71 -2.86  0.235
H: -0.80 2.14 -4.09  0.210
H: 1.48 -0.32 -3.20  0.236
H: 1.12 1.11 -4.23  0.224
H: 2.59 2.44 -2.84  0.184
H: 3.75 -0.49 -2.84  0.224
H: 4.62 1.19 -2.84  0.200
H: -0.98 2.49 -1.16  0.198
H: 1.47 3.96 -1.86  0.200
H: 0.28 3.78 -3.12  0.216
H: -1.42 4.57 -1.24  0.202
H: -0.35 5.74 -1.95  0.204
H: 1.30 4.92 0.06  0.196
H: -0.25 4.73 0.84  0.218
H: 0.22 6.29 0.16  0.211
H: 1.65 2.30 -0.08  0.403
H: -0.44 -1.82 -2.35  0.212
H: 1.08 -1.46 -1.60  0.223
H: -0.43 -1.84 0.67  0.229
H: -1.36 -2.72 -0.48  0.196
H: -0.03 -4.47 -0.19  0.197
H: 1.18 -3.62 -1.10  0.192
H: 2.33 -4.20 0.84  0.199
H: 1.84 -2.56 1.22  0.225
H: 1.57 -4.51 2.97  0.194
H: 0.22 -5.06 2.02  0.196
H: -0.37 -3.73 4.03  0.193
H: -1.07 -3.13 2.56  0.201
H: 1.50 -1.77 3.21  0.206
H: -0.09 -1.14 2.71  0.227
H: 0.44 -0.29 4.81  0.200
H: 0.70 -1.89 5.53  0.197
H: -1.51 -0.79 6.03  0.167
H: -1.63 -2.42 5.32  0.161
H: -3.56 -0.32 5.46  0.168
H: -4.06 -0.34 3.77  0.183
H: -3.04 0.96 4.35  0.170

Summary:
SMILES: [H]/N=C\C[C@@]1(C[C@@H]2CO2)[C@H](CCC)NC(=O)[C@@]1(CCCCCCCCCOC)N=C=S
Relative energy (zero: lowest compared OMol25 entry of this formula, charge and spin): 448.3 kJ/mol
Gap between HOMO and LUMO: 9.7 eV

We obtain lowest unoccupied orbital energy values of 2.28; 1.46; -4.35; 0.33 eV for the records listed above, in that order.
We obtain E values of -3525.972014; -5538.626016; -3108.854024; -1687.836175 hartree for the records listed above, in that order.
We obtain E_HOMO values of -3.51; -6.13; -10.81; -9.34 eV for the records listed above, in that order.